Computed, not measured: a structure of composition C6H8N, with the ωB97M-V functional and the def2-TZVPD basis.

Output
LUMO (spin up / spin down) in eV: -3.402 / -6.766
Net charge: +1
Kohn-Sham gap (spin up / spin down) in eV: 7.1 / 8.0
Max |F| in eV Å⁻¹: 7.06
HOMO (spin up / spin down) in eV: -10.495 / -14.722
M in Da: 94.1
Expectation value of S²: 2.020
Multiplicity: 3
ΔE to the lowest compared entry with this formula, charge and spin in kcal per mole: 65.0

Geometry (Å):
C 2.22 0.14 0.42
C 2.13 -0.91 -0.48
C 0.58 -0.87 -0.16
C 0.85 0.41 0.46
C -0.76 -0.52 -0.84
C -0.10 1.26 0.55
N -1.24 0.54 0.21
H 3.00 0.63 0.94
H 2.59 -1.46 -1.26
H 0.56 -1.71 0.47
H -0.98 0.10 -1.71
H -1.43 -1.34 -0.96
H 0.01 2.23 0.98
H -2.06 0.86 -0.33
H -1.51 -0.13 1.00

These are the Mulliken partial charges, in e, on atoms 1 to 5:
1 C -0.60
2 C -0.83
3 C 0.03
4 C 0.71
5 C -0.63

---

Computed, not measured: a cluster of 3 separate species, C6H7N in total, with the ωB97M-V functional and the def2-TZVPD basis.

Output
LUMO in eV: 0.844
Kohn-Sham gap in eV: 10.9
Max |F| in eV Å⁻¹: 1.13
HOMO in eV: -10.018
M in Da: 93.1
Multiplicity: 1
ΔE to the lowest compared entry with this formula, charge and spin in kcal per mole: 85.2

Geometry (Å):
N 0.51 -2.33 2.22
C 0.48 -1.35 1.61
C 0.39 -0.10 0.85
C -1.01 0.29 0.43
C -0.86 1.18 -0.65
C 0.38 0.94 -1.24
C 1.02 -0.10 -0.54
H 0.83 0.71 1.43
H -0.91 -1.04 -0.43
H -1.85 0.28 1.12
H -1.65 1.80 -1.06
H 0.72 1.35 -2.18
H -0.08 -1.19 -0.83
H 2.03 -0.44 -0.73

These are the Mulliken partial charges, in e, on atoms 1 to 5:
1 N -0.47
2 C 0.29
3 C -0.18
4 C -0.53
5 C -0.36

---

What did the first record say?
Computed, not measured: a structure of composition C6H8N, with the ωB97M-V functional and the def2-TZVPD basis.

Output
LUMO (spin up / spin down) in eV: -3.402 / -6.766
Net charge: +1
Kohn-Sham gap (spin up / spin down) in eV: 7.1 / 8.0
Max |F| in eV Å⁻¹: 7.06
HOMO (spin up / spin down) in eV: -10.495 / -14.722
M in Da: 94.1
Expectation value of S²: 2.020
Multiplicity: 3
ΔE to the lowest compared entry with this formula, charge and spin in kcal per mole: 65.0

Geometry (Å):
C 2.22 0.14 0.42
C 2.13 -0.91 -0.48
C 0.58 -0.87 -0.16
C 0.85 0.41 0.46
C -0.76 -0.52 -0.84
C -0.10 1.26 0.55
N -1.24 0.54 0.21
H 3.00 0.63 0.94
H 2.59 -1.46 -1.26
H 0.56 -1.71 0.47
H -0.98 0.10 -1.71
H -1.43 -1.34 -0.96
H 0.01 2.23 0.98
H -2.06 0.86 -0.33
H -1.51 -0.13 1.00

These are the Mulliken partial charges, in e, on atoms 1 to 5:
1 C -0.60
2 C -0.83
3 C 0.03
4 C 0.71
5 C -0.63

---

- Which formula does entry 2 have?
  C6H7N

---

Repeat the second record exactly.
Computed, not measured: a cluster of 3 separate species, C6H7N in total, with the ωB97M-V functional and the def2-TZVPD basis.

Output
LUMO in eV: 0.844
Kohn-Sham gap in eV: 10.9
Max |F| in eV Å⁻¹: 1.13
HOMO in eV: -10.018
M in Da: 93.1
Multiplicity: 1
ΔE to the lowest compared entry with this formula, charge and spin in kcal per mole: 85.2

Geometry (Å):
N 0.51 -2.33 2.22
C 0.48 -1.35 1.61
C 0.39 -0.10 0.85
C -1.01 0.29 0.43
C -0.86 1.18 -0.65
C 0.38 0.94 -1.24
C 1.02 -0.10 -0.54
H 0.83 0.71 1.43
H -0.91 -1.04 -0.43
H -1.85 0.28 1.12
H -1.65 1.80 -1.06
H 0.72 1.35 -2.18
H -0.08 -1.19 -0.83
H 2.03 -0.44 -0.73

These are the Mulliken partial charges, in e, on atoms 1 to 5:
1 N -0.47
2 C 0.29
3 C -0.18
4 C -0.53
5 C -0.36